{
  "formula": "C4H7N3O",
  "method": "ωB97M-V/def2-TZVPD",
  "species": ["N", "C", "C", "N", "C", "N", "C", "O", "H", "H", "H", "H", "H", "H", "H"],
  "coordinates": [[2.37078, 0.05859, -0.33898], [1.20541, -0.81826, 0.26623], [-0.16166, -0.43315, 0.13342], [-1.34189, -1.10562, -0.10918], [-2.32065, -0.20622, -0.23902], [-1.86606, 1.05501, -0.09122], [-0.50226, 0.81506, 0.18471], [0.27686, 1.91543, 0.00393], [2.20548, 0.20778, -1.27063], [2.41239, 0.92233, 0.17805], [1.50230, -0.94520, 1.30967], [1.35877, -1.77726, -0.43770], [-1.29411, -2.17834, 0.18358], [-3.41055, -0.21285, -0.15607], [-0.43481, 2.70271, 0.38320]],
  "atomic_forces_ev_per_a": [[-1.39, -1.91, 3.89], [4.26, -2.70, -2.86], [-0.23, -0.07, 0.28], [1.39, -5.05, 1.07], [-1.32, 3.38, 1.35], [1.13, -2.85, 0.32], [-2.87, 5.07, -2.32], [-2.52, 3.54, 2.85], [-0.60, 0.74, -2.65], [-0.11, 0.29, -0.28], [0.05, -0.56, -0.22], [-0.26, 1.38, 2.22], [-1.14, 3.20, -1.27], [0.43, -1.46, -0.54], [3.17, -2.99, -1.82]],
  "orbital_gap_ev": 9.2,
  "smiles": "NCc1[nH]cnc1O",
  "largest_force_ev_per_a": 6.27,
  "multiplicity": 1,
  "lumo_energy_ev": 0.7,
  "relative_energy_kcal_mol": 67.8
}

---

{
  "formula": "C4H7N3O",
  "method": "ωB97M-V/def2-TZVPD",
  "species": ["C", "C", "C", "C", "H", "H", "H", "H", "H", "H", "H", "N", "N", "N", "O"],
  "coordinates": [[0.37578, 0.70459, -0.00189], [0.70661, 0.20970, 1.30336], [-0.74302, 0.26715, 1.00533], [0.09317, -0.37102, -1.06189], [0.64857, 2.13577, -1.52242], [1.04891, 1.06482, 1.87376], [0.97611, -0.79456, 1.21512], [-1.22832, 1.07287, 1.43128], [-2.43336, -1.26551, 0.83125], [-0.53162, -2.23097, -0.76919], [1.59378, 0.12354, -1.91092], [-1.28840, -0.99582, 0.70569], [-0.88232, -1.19876, -0.69936], [0.79053, -0.59424, -2.06830], [0.87357, 1.87244, -0.33180]],
  "atomic_forces_ev_per_a": [[-3.21, -3.56, -1.78], [-0.16, 0.56, 0.38], [0.53, 1.54, 0.22], [1.68, 1.61, 2.00], [0.73, -1.35, 5.53], [0.66, -0.82, 0.66], [1.56, -1.34, 1.24], [-1.64, 1.03, 1.00], [4.19, 1.93, -0.72], [-1.07, 2.55, -0.20], [-1.25, -1.55, -1.17], [-3.56, -1.82, -0.84], [-1.51, -4.65, 1.54], [3.20, 1.95, -1.60], [-0.13, 3.92, -6.26]],
  "orbital_gap_ev": 8.5,
  "largest_force_ev_per_a": 7.38,
  "multiplicity": 1,
  "lumo_energy_ev": 0.4,
  "relative_energy_kcal_mol": 133.3
}

---

{
  "formula": "C4H7N3O",
  "method": "ωB97M-V/def2-TZVPD",
  "species": ["C", "N", "N", "C", "C", "N", "C", "O", "H", "H", "H", "H", "H", "H", "H"],
  "coordinates": [[-1.05806, 1.73346, -0.29042], [-0.00121, 1.06110, -0.20864], [-0.29504, -0.24849, 0.13923], [-1.47633, -0.85308, 0.29153], [0.80782, -1.17399, -0.12176], [2.05136, -1.08630, -0.30277], [2.51612, 0.29078, -0.23210], [2.29571, 1.16766, 0.85322], [-0.68907, 2.61159, -0.73140], [-2.06983, 1.56650, 0.15955], [-1.28898, -1.85296, 0.59430], [-2.15472, -1.14920, -0.59683], [-1.80308, -0.42850, 1.26179], [0.19968, -2.16218, 0.43292], [2.96563, 0.52359, -1.24862]],
  "atomic_forces_ev_per_a": [[-0.34, 1.82, 0.59], [-2.24, -3.18, -0.68], [8.36, -0.60, -2.26], [-4.27, -1.26, 1.26], [-4.03, -2.30, 4.34], [-0.07, 3.11, 0.67], [-1.64, 3.59, 4.58], [2.46, -6.16, -7.10], [-1.10, 2.17, -0.27], [0.97, -0.12, -0.92], [0.26, -0.93, 0.57], [0.44, 1.81, 1.06], [-1.79, -0.13, -0.88], [2.94, 1.58, -2.61], [0.05, 0.59, 1.65]],
  "orbital_gap_ev": 9.1,
  "smiles": "C=NN(C)/C=N\\C=O",
  "largest_force_ev_per_a": 9.72,
  "multiplicity": 1,
  "lumo_energy_ev": 0.0,
  "relative_energy_kcal_mol": 160.9
}

---

{
  "formula": "C4H7N3O",
  "method": "ωB97M-V/def2-TZVPD",
  "species": ["N", "C", "C", "N", "N", "C", "C", "O", "H", "H", "H", "H", "H", "H", "H"],
  "coordinates": [[-1.17599, 0.85763, 0.69098], [-0.21728, 0.71126, -0.46982], [1.27786, 1.13775, -0.27667], [2.18986, 0.28428, -0.13160], [2.13803, -1.16391, 0.24353], [0.76175, -1.44484, 0.38972], [-0.35448, -0.77515, -0.59107], [-1.73245, -1.18976, -0.32238], [-1.31253, 1.86574, 0.82970], [-1.06958, 0.51952, 1.73378], [-0.70721, 1.60763, -1.09308], [1.47447, 2.20728, -0.45634], [0.79785, -2.60029, 0.76491], [-0.22177, -1.47807, -1.62370], [-1.84853, -0.53907, 0.31204]],
  "atomic_forces_ev_per_a": [[0.28, 2.76, 3.58], [-0.65, 2.57, 1.49], [-2.05, -1.91, -0.70], [2.78, 0.22, 0.46], [-7.67, 2.38, 0.41], [5.56, -2.84, -1.74], [-0.43, -4.92, -2.53], [3.06, -2.14, -2.22], [-0.27, -0.55, -0.08], [0.95, 0.35, -2.82], [1.03, -2.89, 0.04], [0.39, -0.56, 0.23], [-1.26, 2.85, -0.83], [0.52, 2.62, 2.43], [-2.23, 2.08, 2.28]],
  "orbital_gap_ev": 8.6,
  "smiles": "N[C@H]1C=NN=C[C@H]1O",
  "largest_force_ev_per_a": 8.04,
  "multiplicity": 1,
  "lumo_energy_ev": -0.5,
  "relative_energy_kcal_mol": 153.2
}

---

{
  "formula": "C4H7N3O",
  "method": "ωB97M-V/def2-TZVPD",
  "species": ["C", "C", "C", "C", "H", "H", "H", "H", "H", "H", "H", "N", "N", "N", "O"],
  "coordinates": [[-2.21256, -1.15779, 0.50881], [-0.61479, 2.09138, -0.08145], [0.55790, -0.11833, -0.40202], [2.05440, 0.11998, -0.00756], [-1.93639, -1.23182, 1.91767], [-3.28771, -1.21374, 0.10494], [-1.56872, -2.01915, 0.14399], [-1.05269, 2.50870, 1.16721], [0.61086, 2.47028, -0.49614], [-1.76807, 2.02484, -1.10908], [1.57169, -1.77291, -0.60690], [-0.44832, 0.55672, 0.15635], [0.40221, -1.43071, -0.66200], [3.33798, -0.15246, 0.53469], [-1.79023, 0.10094, -0.17896]],
  "atomic_forces_ev_per_a": [[1.20, -0.38, 1.65], [-0.20, -1.06, 0.47], [2.63, -5.65, 0.98], [10.52, -2.20, 5.15], [-1.36, 0.81, -4.46], [1.55, -0.10, 1.39], [-1.08, 1.20, 0.29], [1.54, -0.86, -4.53], [-4.31, -0.66, 1.43], [3.80, 0.79, 3.10], [-4.54, 0.68, -0.73], [-3.05, 4.23, -0.60], [5.22, 1.92, -0.05], [-13.10, 3.04, -5.69], [1.19, -1.76, 1.59]],
  "orbital_gap_ev": 9.1,
  "largest_force_ev_per_a": 14.61,
  "multiplicity": 1,
  "lumo_energy_ev": -0.6,
  "relative_energy_kcal_mol": 299.9
}

---

{
  "formula": "C4H7N3O2",
  "method": "ωB97M-V/def2-TZVPD",
  "species": ["C", "C", "C", "N", "C", "O", "N", "N", "O", "H", "H", "H", "H", "H", "H", "H"],
  "coordinates": [[0.03000, 1.49881, -0.52029], [-0.30652, 0.25268, 0.05651], [0.65002, -0.91029, 0.18575], [-1.41851, -0.08107, 0.65994], [-2.37225, 0.69158, 1.31786], [-3.55805, 0.67453, 1.16732], [-1.64271, 1.52254, 2.25312], [-0.84067, 1.30887, 3.15066], [-0.50775, 0.06485, 3.62328], [-0.22299, 1.63781, -1.65381], [1.10558, 1.81791, -0.39498], [-0.58721, 2.31781, -0.11035], [0.51946, -1.65453, -0.60215], [0.56462, -1.48226, 1.13391], [1.69420, -0.51628, 0.21637], [-0.51635, -0.75661, 2.87808]],
  "atomic_forces_ev_per_a": [[0.60, 4.07, -2.53], [-2.49, -4.06, 2.82], [1.79, 0.15, -0.01], [0.92, 1.03, -0.51], [1.26, -0.89, -0.67], [0.33, 0.30, 0.44], [-0.34, 0.52, 0.51], [-0.51, 0.68, -0.22], [0.14, -3.46, -2.73], [0.61, -0.89, 1.79], [-1.08, -0.65, -0.14], [0.22, -0.39, 0.17], [0.23, 0.23, -0.19], [-0.46, 0.60, -0.53], [-0.57, -0.45, -0.50], [-0.64, 3.23, 2.32]],
  "orbital_gap_ev": 9.7,
  "smiles": "CC(C)=NC(=O)/N=N\\O",
  "largest_force_ev_per_a": 5.54,
  "multiplicity": 1,
  "lumo_energy_ev": 0.0,
  "relative_energy_kcal_mol": 113.6
}